<one>
The following is a DFT calculation (wB97M-V/def2-TZVPD) of C3H6Cl2S in the gas phase.

The structure (SMILES) is SC[C@@H](Cl)CCl. Its frontier orbital gap is 10.139 eV. The HOMO energy is -9.399 eV. The total charge is 0.

```
12
C3H6Cl2S, DFT wB97M-V/def2-TZVPD
C 1.19137 -0.22646 0.12378
C -0.31519 0.17892 -0.12022
C -1.27701 -0.42365 0.80929
H 1.49728 0.32401 -2.04019
H 1.41837 0.08229 1.12694
H 1.36049 -1.36955 0.09121
H -0.55705 1.29391 -0.25040
H -0.86227 -1.44805 0.93404
H -2.28167 -0.57031 0.38466
S 2.29952 0.62623 -1.04300
Cl -0.71649 -0.62874 -1.75317
Cl -1.34013 0.30492 2.43344
```

Here are the natural (NBO) charges for atoms 1 to 6, given in e: number 1, C, carries -0.553; number 2, C, carries -0.163; number 3, C, carries -0.424; number 4, H, carries 0.129; number 5, H, carries 0.237; number 6, H, carries 0.233


<two>
The following is a DFT calculation (wB97M-V/def2-TZVPD) of C3H6Cl2S in the gas phase.

The structure (SMILES) is C[C@@H](S)C(Cl)Cl. Its frontier orbital gap is 10.033 eV. The HOMO energy is -9.344 eV. The total charge is 0.

```
12
C3H6Cl2S, DFT wB97M-V/def2-TZVPD
C -1.06212 0.88240 0.51746
C -0.30683 -0.33781 0.04079
C 1.29761 0.00877 -0.13573
H -2.00556 0.90792 0.05524
H -1.10750 0.85154 1.56934
H -0.47969 1.77870 0.31744
H -0.28539 -1.07133 0.83800
H -0.70176 -2.18377 -1.10640
H 1.61170 0.42776 0.84147
S -0.95867 -0.91220 -1.48327
Cl 2.14449 -1.59570 -0.25540
Cl 1.85373 1.24373 -1.19894
```

Here are the natural (NBO) charges for atoms 1 to 6, given in e: number 1, C, carries -0.630; number 2, C, carries -0.363; number 3, C, carries -0.238; number 4, H, carries 0.229; number 5, H, carries 0.218; number 6, H, carries 0.219


The structure with the greatest stability is <one>.


<one>
The following is a DFT calculation (wB97M-V/def2-TZVPD) of a gas-phase ion, C4H8NS (charge +1).

Its frontier orbital gap is 9.908 eV. The HOMO energy is -14.813 eV. The total charge is +1.

```
14
C4H8NS, DFT wB97M-V/def2-TZVPD
C 2.01180 0.79604 0.40058
C 1.98957 -0.42662 -0.08362
C -0.58561 -0.47852 -1.35310
C -1.83927 0.09531 0.88188
N -0.60596 -0.03441 -0.05072
S 0.48112 -1.38546 -0.05318
H 1.06828 1.29037 0.82567
H 2.88503 -0.87018 -0.31493
H 2.87153 1.38925 0.36089
H -1.47158 -1.05655 -1.89166
H -0.22181 0.21892 -2.09757
H -2.16282 -0.82177 1.37970
H -1.69255 0.80586 1.60775
H -2.72772 0.47775 0.38831
```

Here are the natural (NBO) charges for atoms 1 to 6, given in e: number 1, C, carries -0.253; number 2, C, carries -0.436; number 3, C, carries -0.187; number 4, C, carries -0.418; number 5, N, carries -0.516; number 6, S, carries 0.899


<two>
The following is a DFT calculation (wB97M-V/def2-TZVPD) of 2 unconnected molecules or ions with the total composition C4H8NS.

Its frontier orbital gap is 8.029 eV. The HOMO energy is -12.832 eV. The total charge is +1.

```
14
C4H8NS, DFT wB97M-V/def2-TZVPD
C -2.09309 -0.39867 -0.12882
C 2.43506 1.20494 0.06638
C 1.62310 -1.24559 -0.23932
C 1.77152 0.11359 0.27633
N -2.74985 0.62206 0.32810
S 0.21010 -0.46663 0.73798
H -2.52484 -1.44135 0.02472
H -1.54625 -0.42813 -1.08277
H 3.47054 1.27402 -0.03529
H 2.06516 2.18026 0.10616
H 1.38154 -1.31873 -1.27090
H 1.93774 -2.08877 0.26867
H -3.53212 0.44918 0.91743
H -2.44861 1.54382 0.03133
```

Here are the natural (NBO) charges for atoms 1 to 6, given in e: number 1, C, carries 0.019; number 2, C, carries -0.328; number 3, C, carries -0.379; number 4, C, carries -0.147; number 5, N, carries -0.666; number 6, S, carries 0.208


The structure with the greatest stability is <two>.


<one>
The following is a DFT calculation (wB97M-V/def2-TZVPD) of a gas-phase ion, C4H8NS (charge +1).

The structure (SMILES) is C[C@@]1([NH3+])C=CS1. Its frontier orbital gap is 8.741 eV. The HOMO energy is -12.962 eV. The total charge is +1.

```
14
C4H8NS, DFT wB97M-V/def2-TZVPD
C -0.86272 -1.19640 -0.22972
C -2.18011 -1.03727 -0.16155
C -0.28848 0.12076 0.05812
C 0.61169 0.24367 1.27641
N 0.33069 0.72752 -1.12551
S -2.35046 0.74310 0.11701
H -0.18008 -1.98981 -0.49754
H -3.07991 -1.76054 -0.21822
H 0.62979 1.10578 1.80486
H 1.46540 -0.23632 0.81853
H 0.18626 -0.39253 2.09096
H -0.14189 0.88315 -2.00552
H 1.21510 0.21166 -1.37126
H 0.49283 1.63521 -0.66144
```

Here are the natural (NBO) charges for atoms 1 to 6, given in e: number 1, C, carries -0.364; number 2, C, carries -0.233; number 3, C, carries 0.158; number 4, C, carries -0.670; number 5, N, carries -0.720; number 6, S, carries 0.192


<two>
The following is a DFT calculation (wB97M-V/def2-TZVPD) of a gas-phase ion, C4H8NS (charge +1).

The structure (SMILES) is CS[N+]1=C[C@@H]1C. Its frontier orbital gap is 9.281 eV. The HOMO energy is -14.191 eV. The total charge is +1.

```
14
C4H8NS, DFT wB97M-V/def2-TZVPD
C -0.18760 1.89526 0.11532
C -0.88196 0.72356 -0.39338
C -1.83074 0.04887 0.49612
C 1.89869 -1.50588 -0.47889
N 0.57828 0.86718 0.04725
S 2.05851 0.07460 0.67345
H -0.24409 2.90056 0.60418
H -1.00922 0.53848 -1.48118
H -2.50586 -0.42910 -0.10166
H -2.39278 0.68225 1.22594
H -1.24934 -0.66636 1.00475
H 2.93978 -1.79562 -0.43733
H 1.50368 -1.07364 -1.32301
H 1.32264 -2.26016 0.04843
```

Here are the natural (NBO) charges for atoms 1 to 6, given in e: number 1, C, carries 0.216; number 2, C, carries -0.010; number 3, C, carries -0.665; number 4, C, carries -0.615; number 5, N, carries -0.375; number 6, S, carries 0.471


The structure with the greatest stability is <one>.


<one>
The following is a DFT calculation (wB97M-V/def2-TZVPD) of 6 unconnected molecules or ions with the total composition H11O5S.

Its frontier orbital gap is 6.851 eV. The HOMO energy is -3.781 eV. The total charge is -1.

```
17
H11O5S, DFT wB97M-V/def2-TZVPD
S -0.94415 -0.32996 -0.28011
H -1.89049 0.12338 0.53245
H 1.70775 1.77330 -0.79024
H 1.06732 0.72049 -1.65085
O 1.80198 1.35181 -1.64926
H 1.73894 -1.40506 -1.01231
H 1.95686 -2.03181 0.29540
O 2.47233 -1.72130 -0.46628
H -1.71084 -3.41148 -0.10971
H -1.96118 -3.90036 -1.51267
O -1.45010 -4.11594 -0.72458
H 3.77473 -0.14007 0.80663
H 2.90360 0.81196 1.62871
O 3.76465 0.36770 1.63813
H -5.13340 3.70775 1.04036
H -3.65268 3.85033 1.00561
O -4.44533 4.34926 1.24871
```

Here are the natural (NBO) charges for atoms 1 to 6, given in e: number 1, S, carries -1.091; number 2, H, carries 0.103; number 3, H, carries 0.466; number 4, H, carries 0.492; number 5, O, carries -0.966; number 6, H, carries 0.485


<two>
The following is a DFT calculation (wB97M-V/def2-TZVPD) of 6 unconnected molecules or ions with the total composition H11O5S.

Its frontier orbital gap is 7.579 eV. The HOMO energy is -4.052 eV. The total charge is -1.

```
17
H11O5S, DFT wB97M-V/def2-TZVPD
S 0.51194 -2.54364 -1.38824
H -0.78079 -2.66683 -1.04732
H 0.15029 2.80970 0.72510
H -1.18266 2.85368 -0.09547
O -0.70536 3.30000 0.60423
H 1.66306 1.21973 0.58964
H 0.54780 0.99847 1.45987
O 1.28191 1.62937 1.41659
H 1.61883 -0.72129 -0.95263
H 2.15967 0.57007 -1.65134
O 2.02922 0.16871 -0.78699
H -1.94150 0.14716 1.40759
H -1.05350 -0.95727 1.66778
O -1.96653 -0.71746 1.86762
H -1.96674 -0.56724 -0.65591
H -0.60525 -0.01582 -0.72262
O -1.50978 0.26491 -0.50211
```

Here are the natural (NBO) charges for atoms 1 to 6, given in e: number 1, S, carries -1.004; number 2, H, carries 0.094; number 3, H, carries 0.494; number 4, H, carries 0.468; number 5, O, carries -0.996; number 6, H, carries 0.507


The structure with the greatest stability is <two>.